185
Properties=species:S:1:pos:R:3:forces:R:3:lowdin_charge:R:1 method="wB97M-V/def2-TZVPD" mol_weight_g_mol=970.5 lumo_ha=0.0167 orbital_gap_ev=8.64 e_above_lowest_kj_mol=455.5 e_tot_ha=-3106.86459 smiles=CC1(C)CCCC(C)(C)N1O.CC1(C)CCCC(C)(C)N1O.COC[C@H](C)N.COC[C@H](C)N.COC[C@H](C)N.COC[C@H](C)N.COC[C@H](C)N.COC[C@H](C)N.COC[C@H](C)N.CO total_charge=0 homo_ha=-0.301
C 2.930816 2.890372 2.805206 -0.3 -0.2 -0.5 -0.024
C 1.943319 3.440872 3.834947 1.3 0.1 0.9 -0.499
C 1.318627 2.232343 4.582694 -1.1 1.0 0.2 -0.019
C 2.766747 4.217590 4.891229 0.3 0.5 -0.4 -0.115
C 3.327492 5.595498 4.372712 -1.2 -1.0 0.1 -0.146
C 2.117199 6.418603 3.909391 0.9 0.7 0.8 -0.160
C 1.171551 5.707474 2.927910 -0.9 1.5 -0.1 -0.447
C -0.269337 6.418295 3.082217 0.9 -0.6 -0.6 0.002
C 1.852439 5.900944 1.547686 -1.1 -0.9 -0.7 -0.018
N 0.933002 4.323083 3.270836 0.2 -0.4 1.6 -0.111
O 0.197709 3.636391 2.317304 -0.8 0.0 -0.3 -0.024
H 3.658246 2.260841 3.317692 0.0 -0.1 -0.2 0.092
H 2.384365 2.293488 2.074974 0.1 -0.3 0.0 0.064
H 3.461479 3.645129 2.224836 0.1 0.1 0.2 0.064
H 0.533179 2.543786 5.271308 -0.3 0.7 -0.2 0.088
H 0.781120 1.576160 3.898147 0.6 -0.4 0.1 0.064
H 1.991695 1.789484 5.316819 0.5 -0.5 -0.8 0.083
H 2.137452 4.335919 5.773312 -0.2 0.6 0.0 0.118
H 3.514652 3.513541 5.255990 0.4 0.2 -0.3 0.108
H 3.889420 6.136395 5.134142 -0.2 -0.1 0.2 0.106
H 3.996329 5.553770 3.513061 0.2 -0.7 0.0 0.095
H 2.552501 7.303430 3.444966 -0.2 0.0 -0.7 0.113
H 1.671154 6.912940 4.772395 -0.7 -0.7 0.2 0.113
H -1.088790 5.885501 2.599797 0.3 -0.3 -0.3 0.059
H -0.308173 7.415487 2.643809 0.3 0.2 0.2 0.076
H -0.540006 6.424169 4.138058 0.2 0.2 0.0 0.084
H 1.382367 5.299907 0.769307 -0.5 -0.1 -0.1 0.068
H 2.856199 5.478551 1.501135 0.3 0.7 0.4 0.068
H 1.739953 6.913833 1.161030 0.5 0.1 0.3 0.090
H 0.652746 3.724347 1.476588 0.2 -0.2 -0.6 0.068
C -2.607044 1.000858 -0.563172 0.3 1.0 1.2 -0.031
C -1.294975 0.181618 -0.437784 0.2 -0.1 0.3 -0.435
C -0.844609 -0.094957 1.032937 -0.8 0.3 -0.3 -0.006
C -1.566990 -1.142702 -1.204666 0.9 0.0 0.7 -0.116
C -0.311036 -1.996429 -1.457653 -1.0 0.2 -2.1 -0.155
C 0.724552 -1.116897 -2.148648 1.9 1.1 1.2 -0.122
C 1.064574 0.254528 -1.474698 0.0 -0.5 -0.3 -0.493
C 1.950899 0.082596 -0.268675 0.7 0.0 1.3 -0.036
C 1.903368 1.051543 -2.513476 -2.0 1.0 0.5 -0.037
N -0.205615 0.926784 -1.150779 -0.9 0.6 -1.6 -0.072
O -0.021921 2.291790 -0.663389 0.3 -1.6 0.5 -0.026
H -3.021075 1.070782 -1.569047 0.2 -0.3 0.0 0.074
H -3.391312 0.784389 0.162193 -0.1 -1.3 -0.2 0.070
H -2.505352 2.015548 -0.178253 0.8 0.4 -0.5 0.059
H -0.295380 0.782714 1.373738 0.0 -0.1 0.2 0.068
H -1.684798 -0.248984 1.710039 -0.2 0.1 -0.1 0.083
H -0.238991 -0.994853 1.140250 0.2 0.1 -0.3 0.064
H -2.287601 -1.732579 -0.638222 -0.2 0.2 0.0 0.103
H -1.993752 -0.868421 -2.169424 -0.1 -0.1 -0.1 0.105
H -0.036063 -2.742625 -0.712204 0.6 0.9 0.7 0.101
H -0.585833 -2.688409 -2.253738 -0.4 -0.3 -0.2 0.099
H 0.627784 -0.808273 -3.189553 -1.2 -0.7 -0.2 0.116
H 1.707804 -1.587167 -2.161066 0.1 -0.4 0.1 0.080
H 2.999475 0.309343 -0.461452 0.1 -0.3 -0.4 0.065
H 1.906250 -0.908030 0.183822 -0.1 -0.1 0.0 0.081
H 1.709522 0.805763 0.510339 -0.2 0.0 0.0 0.062
H 1.235934 1.469346 -3.267182 -0.2 -0.3 -0.3 0.075
H 2.669821 0.485442 -3.042783 0.2 0.0 0.6 0.089
H 2.180916 1.951405 -1.964546 1.0 -0.1 -0.2 0.071
H -0.356682 2.845976 -1.372201 -0.1 0.1 -0.3 0.055
C -2.922086 -0.004142 -5.449620 -2.1 1.8 0.4 -0.107
O -4.056707 -0.828964 -5.539259 -1.4 -2.2 -0.4 -0.197
C -5.245731 -0.297939 -6.181792 0.6 0.6 -0.1 -0.168
C -6.408544 -1.247893 -6.452447 -0.1 -2.5 0.3 -0.462
C -6.070959 -2.500895 -7.268417 1.8 -0.9 0.8 -0.068
N -7.483987 -0.614244 -7.110628 -1.1 3.1 -1.0 0.011
H -3.357061 0.902255 -5.028488 0.2 1.2 -0.7 0.061
H -2.504784 0.144838 -6.445499 0.6 0.1 0.4 0.098
H -2.288857 -0.161809 -4.576543 0.5 -1.4 -0.6 0.077
H -5.628358 0.519519 -5.570671 0.0 0.2 0.0 0.121
H -5.052614 0.088919 -7.182367 0.7 0.4 -0.2 0.121
H -6.837384 -1.545772 -5.495655 0.3 -0.4 0.2 0.138
H -6.945822 -3.024249 -7.654173 0.0 0.1 0.2 0.072
H -5.463300 -3.174833 -6.664555 -0.4 -0.5 0.4 0.067
H -5.337878 -2.396565 -8.068290 -0.3 0.9 -0.5 0.074
H -7.253194 -0.208793 -8.006417 0.4 0.1 -0.1 0.075
H -8.373097 -1.066436 -7.269074 0.4 -0.6 0.7 0.081
C -0.401768 -6.003387 -2.395952 -0.5 0.7 -0.4 -0.118
O 0.219951 -5.916740 -1.144265 0.3 -1.3 0.4 -0.201
C -0.159645 -6.914874 -0.188575 0.6 -0.3 0.3 -0.210
C 0.889976 -6.904370 0.930269 -1.5 0.1 0.8 -0.390
C 0.659797 -8.029653 1.976977 1.1 0.8 -0.3 -0.060
N 0.690956 -5.576697 1.609021 1.7 -1.1 -0.2 0.042
H -1.442493 -5.691661 -2.307562 -0.2 0.3 -0.1 0.075
H -0.448953 -6.956730 -2.922270 0.5 -0.5 0.5 0.088
H 0.145750 -5.318643 -3.043599 -0.2 0.1 0.0 0.082
H -1.125168 -6.673692 0.256068 -0.3 0.2 0.0 0.110
H -0.270273 -7.935084 -0.556046 0.2 0.0 -0.9 0.122
H 1.872618 -7.107641 0.504584 0.2 0.8 -0.1 0.132
H 0.610072 -9.017283 1.518482 -1.1 0.1 -0.1 0.076
H -0.083344 -7.669700 2.688508 -0.5 -0.8 -0.2 0.075
H 1.553303 -8.189410 2.580481 0.3 0.6 0.1 0.070
H 0.768582 -4.877668 0.884148 -0.2 0.3 0.0 0.042
H -0.257412 -5.597313 1.955846 -0.2 0.3 0.0 0.058
C 4.734913 3.030909 -3.310164 0.2 1.9 -0.2 -0.081
O 5.609006 3.723383 -2.347115 0.2 -1.1 -0.4 -0.204
C 5.413604 3.195039 -1.030096 0.0 -1.9 -1.2 -0.168
C 6.202419 1.788533 -0.890465 -0.6 1.4 1.6 -0.415
C 5.896668 1.161582 0.476867 0.2 -1.7 -0.7 -0.071
N 7.628489 1.917442 -0.951560 1.1 0.3 -0.2 0.023
H 5.173905 2.920876 -4.301770 0.9 0.0 0.3 0.079
H 3.992596 3.805254 -3.503702 -0.8 -0.5 0.1 0.086
H 4.299322 2.061405 -3.068481 0.2 0.3 0.7 0.052
H 5.697465 3.856478 -0.211552 0.7 0.3 -0.4 0.118
H 4.327815 3.153574 -0.943848 -0.3 -0.8 0.5 0.098
H 6.012976 1.025127 -1.645069 -0.9 0.4 -0.3 0.130
H 6.475316 1.498049 1.337118 -0.5 1.0 0.0 0.078
H 6.298535 0.150205 0.415897 0.0 -0.3 -0.2 0.065
H 4.833214 0.973876 0.624979 0.0 0.6 0.5 0.056
H 8.046559 2.354777 -0.142829 -0.2 0.1 0.1 0.070
H 7.976945 2.394881 -1.770537 -0.2 0.1 -0.2 0.073
C 3.414251 -4.077887 -3.370386 0.3 -0.4 2.9 -0.055
O 4.278497 -3.784644 -2.286425 2.8 -0.9 -0.9 -0.236
C 3.907947 -3.188311 -1.096644 -0.7 -0.6 -0.6 -0.201
C 4.992738 -3.511759 -0.045261 0.7 0.8 -1.6 -0.468
C 5.511712 -4.918531 0.016847 0.1 -1.1 -1.9 -0.059
N 4.604751 -3.066063 1.227190 -0.7 1.2 1.7 0.037
H 2.886194 -4.911802 -2.907983 -1.1 -0.2 -1.0 0.082
H 4.084180 -4.472695 -4.134210 -0.5 0.6 -0.4 0.097
H 2.793415 -3.190978 -3.497117 -0.2 -0.2 -1.1 0.080
H 3.765000 -2.153740 -1.408636 0.2 0.7 1.3 0.112
H 2.936604 -3.559208 -0.769509 -0.4 -0.2 0.3 0.118
H 5.831006 -2.895568 -0.370402 0.2 0.2 0.1 0.138
H 4.715093 -5.653051 -0.101353 -0.3 -0.2 0.8 0.076
H 6.180345 -5.106335 0.856937 -0.4 0.1 0.2 0.082
H 6.099860 -5.149720 -0.871253 0.2 0.2 -0.2 0.074
H 4.027631 -3.750837 1.694238 -0.2 -0.1 0.1 0.074
H 5.439070 -2.962176 1.786846 -0.1 0.1 0.3 0.077
C -4.504487 6.328135 -3.229887 -0.9 0.9 -0.4 -0.139
O -4.045437 5.556743 -2.188473 1.4 -1.2 1.1 -0.180
C -3.478620 4.323257 -2.648502 0.5 0.5 0.2 -0.159
C -2.104081 4.517920 -3.341018 -0.7 -0.5 -0.7 -0.445
C -1.534961 3.181779 -3.757122 0.0 0.0 -1.1 -0.068
N -1.083521 5.247545 -2.602935 -0.8 0.9 1.0 0.062
H -5.482642 5.948165 -3.524719 -0.2 0.0 -0.5 0.092
H -3.838446 6.379837 -4.091186 0.0 -0.1 -0.1 0.081
H -4.654189 7.345597 -2.868686 0.1 0.0 0.1 0.094
H -3.355633 3.610992 -1.832626 -0.1 0.4 0.5 0.111
H -4.215341 3.878497 -3.317478 0.2 -0.3 -0.5 0.127
H -2.336282 5.083972 -4.243118 0.2 -0.1 -0.3 0.114
H -2.112296 2.871541 -4.628054 -0.1 -0.6 0.1 0.069
H -1.498533 2.395088 -3.003539 -0.3 0.0 0.2 0.053
H -0.517984 3.323401 -4.122927 0.1 0.1 0.1 0.081
H -0.882983 6.085343 -3.130167 0.7 0.0 -0.6 0.075
H -1.608149 5.721786 -1.881849 0.0 -0.1 1.1 0.067
C -3.229434 -4.414314 -0.253459 -0.7 1.1 -0.8 -0.085
O -3.859216 -3.462570 0.608078 1.4 -0.7 0.9 -0.183
C -5.031970 -2.950365 0.117960 -2.9 0.0 1.0 -0.237
C -5.978322 -2.473145 1.278952 2.2 0.3 2.2 -0.420
C -5.245265 -1.480553 2.153036 -0.4 2.9 -0.8 -0.085
N -6.342969 -3.447594 2.278490 -1.1 -2.1 -1.2 0.020
H -3.446654 -3.988178 -1.232912 0.8 -0.4 -0.6 0.085
H -3.657971 -5.416103 -0.282887 -0.4 -0.1 0.6 0.089
H -2.160173 -4.492694 -0.056893 -0.1 0.3 0.1 0.073
H -4.992177 -2.088347 -0.547959 0.7 0.0 -0.4 0.124
H -5.629612 -3.737106 -0.342425 0.1 -0.3 -0.6 0.117
H -6.965357 -2.193463 0.910677 0.4 0.8 -0.6 0.141
H -4.995862 -0.617133 1.536254 0.7 0.2 -0.1 0.058
H -4.363854 -1.816118 2.699478 0.0 -0.5 -0.5 0.084
H -5.870096 -0.983472 2.895062 -0.5 -0.5 0.2 0.078
H -6.541246 -4.185284 1.617732 -0.7 -1.4 0.9 0.062
H -5.621895 -3.794584 2.894727 0.5 0.3 -0.3 0.073
C -1.686307 -2.538222 6.662776 1.4 -0.5 -0.6 -0.070
O -0.649068 -2.060281 5.752304 -2.2 -0.2 -0.3 -0.199
C 0.603007 -2.709024 5.696976 -0.2 1.6 1.4 -0.219
C 1.593348 -1.607831 5.221727 -1.8 -2.0 0.1 -0.430
C 1.290108 -1.254325 3.745682 -0.3 0.8 1.2 -0.051
N 2.852396 -2.270708 5.367796 1.2 0.4 -0.2 0.025
H -2.568963 -1.899369 6.692126 0.5 0.5 -0.3 0.082
H -1.247490 -2.620604 7.657141 -0.1 0.0 0.2 0.079
H -2.070533 -3.517507 6.377333 0.2 -0.3 -0.2 0.076
H 0.800987 -3.041472 6.715975 0.6 0.1 0.2 0.116
H 0.767633 -3.593539 5.081636 -0.9 -0.2 -0.6 0.116
H 1.519364 -0.800364 5.950182 0.0 0.3 -0.4 0.135
H 0.479587 -0.527276 3.695073 0.1 0.1 -0.1 0.053
H 0.951005 -2.107628 3.158325 0.4 -0.3 0.1 0.076
H 2.210691 -0.809685 3.367651 -0.2 0.0 -0.6 0.073
H 2.753683 -3.152675 4.885634 0.4 -0.3 -0.2 0.064
H 3.465495 -1.711436 4.792098 0.8 -0.3 0.0 0.062
C -3.148696 3.532997 2.972043 -0.5 0.2 -0.6 -0.176
O -2.207101 3.801979 3.958952 0.7 -0.1 0.4 -0.124
H -2.582453 3.419190 2.047641 -0.4 -0.4 -0.5 0.066
H -3.721459 2.627973 3.174442 -0.1 0.1 0.1 0.079
H -3.759420 4.431196 2.880654 -0.7 -0.3 -0.3 0.078
H -1.527105 4.121255 3.361234 1.1 0.1 1.0 0.002